(1)
{
  "formula": "C3H11N3",
  "method": "ωB97M-V/def2-TZVPD",
  "elements": ["C", "C", "N", "H", "H", "H", "H", "H", "H", "H", "C", "N", "N", "H", "H", "H", "H"],
  "coordinates": [[-0.1864, 0.0456, 1.0022], [1.2170, -0.4511, 1.2924], [-0.4325, 1.4432, 1.1461], [-0.5732, 1.7580, 2.0989], [0.2661, 2.0122, 0.6839], [-0.9124, -0.4945, 1.6148], [-0.5958, -0.3914, -0.1521], [1.3180, -1.5096, 1.0389], [1.9577, 0.0846, 0.6965], [1.4796, -0.3246, 2.3506], [-1.2227, -1.0495, -1.4216], [0.0605, 0.3391, -2.3446], [0.7485, 0.8635, -1.5315], [1.4258, 1.5878, -1.8838], [-2.0779, -0.4130, -1.6326], [-1.4662, -1.8157, -0.6804], [-1.0059, -1.6844, -2.2779]],
  "mulliken_charge": [0.32, -1.05, -0.52, 0.22, 0.21, 0.42, -0.22, 0.30, 0.23, 0.36, -1.21, -0.43, 0.12, 0.22, 0.34, 0.31, 0.38],
  "total_charge": 0,
  "homo_ev": [-7.87, -7.63],
  "total_energy_ev": -7754.333,
  "e_lumo_ev": [0.2206, 0.3566],
  "e_above_lowest_ev": 5.7513
}

=====

(2)
{
  "formula": "C17H26N2OS",
  "method": "ωB97M-V/def2-TZVPD",
  "elements": ["C", "C", "C", "C", "N", "C", "C", "C", "O", "N", "C", "C", "S", "C", "C", "C", "C", "C", "C", "C", "C", "H", "H", "H", "H", "H", "H", "H", "H", "H", "H", "H", "H", "H", "H", "H", "H", "H", "H", "H", "H", "H", "H", "H", "H", "H", "H"],
  "coordinates": [[-2.2131, 2.9073, 3.5563], [-1.1051, 3.6115, 2.7793], [0.2104, 3.5358, 3.5486], [-0.9513, 3.0030, 1.3741], [-0.5874, 1.5927, 1.4419], [-1.6059, 0.6996, 0.9230], [-1.4689, -0.7214, 1.4849], [-0.5173, -1.5768, 0.6782], [-0.9024, -2.5629, 0.0748], [0.7783, -1.1826, 0.6641], [1.7107, -1.8679, -0.2026], [2.1773, -1.0017, -1.3699], [0.7852, -0.3807, -2.3848], [0.5522, -1.8079, -3.4383], [1.2397, -1.8703, -4.6395], [1.0786, -2.9739, -5.4580], [0.2334, -4.0028, -5.0751], [-0.4531, -3.9282, -3.8748], [-0.3015, -2.8263, -3.0497], [1.2552, -0.0409, 1.4097], [0.7223, 1.3037, 0.8972], [-3.1637, 2.9919, 3.0343], [-2.3252, 3.3492, 4.5437], [-1.9703, 1.8548, 3.6715], [-1.3783, 4.6652, 2.6503], [0.1001, 3.9797, 4.5353], [0.9977, 4.0694, 3.0203], [0.5088, 2.4976, 3.6658], [-0.1892, 3.5680, 0.8268], [-1.8929, 3.1303, 0.8295], [-2.5770, 1.0892, 1.2323], [-1.5884, 0.6558, -0.1806], [-1.1524, -0.6689, 2.5275], [-2.4392, -1.2183, 1.4420], [2.5867, -2.1870, 0.3759], [1.1952, -2.7545, -0.5810], [2.6956, -0.1099, -1.0185], [2.8390, -1.5684, -2.0240], [1.8919, -1.0584, -4.9263], [1.6122, -3.0288, -6.3957], [0.1087, -4.8631, -5.7164], [-1.1129, -4.7288, -3.5756], [-0.8303, -2.7643, -2.1105], [2.3450, -0.0437, 1.3460], [0.9799, -0.1426, 2.4644], [1.4069, 2.0857, 1.2308], [0.7145, 1.2905, -0.2074]],
  "mulliken_charge": [-1.43, 0.79, -1.43, -1.61, 0.68, -0.67, -1.22, 0.90, -0.71, 0.25, -1.15, -0.75, -0.23, 0.27, -0.49, -0.47, -0.42, -0.65, -0.20, -1.38, -0.62, 0.34, 0.44, 0.21, 0.38, 0.44, 0.34, 0.20, 0.51, 0.55, 0.61, 0.27, 0.34, 0.41, 0.33, 0.51, 0.44, 0.63, 0.42, 0.36, 0.38, 0.41, 0.41, 0.46, 0.36, 0.49, 0.29],
  "total_charge": 0,
  "homo_ev": -8.52,
  "smiles": "CC(C)CN1CCC(=O)N(CCSc2ccccc2)CC1",
  "total_energy_ev": -33914.452,
  "e_lumo_ev": 0.7668,
  "e_above_lowest_ev": 0.1996
}

=====

(3)
{
  "formula": "C3H7NO2",
  "method": "ωB97M-V/def2-TZVPD",
  "elements": ["N", "C", "O", "H", "C", "C", "O", "H", "H", "H", "H", "H", "H"],
  "coordinates": [[-0.9176, -1.4976, -1.4333], [-0.6501, -0.7840, -2.3730], [-0.4720, -0.1546, -3.3489], [-0.5225, -1.4686, -0.4894], [-0.4440, 1.1503, 0.8377], [0.8101, 0.3013, 0.7965], [0.4269, -1.0568, 1.0263], [-1.1628, 0.8112, 0.0850], [-0.9195, 1.0817, 1.8202], [-0.2012, 2.1977, 0.6344], [1.3080, 0.3965, -0.1804], [1.5201, 0.6236, 1.5696], [1.2247, -1.6007, 1.0554]],
  "mulliken_charge": [-0.57, 0.62, -0.46, 0.48, -1.00, -0.26, -0.61, 0.27, 0.28, 0.33, 0.27, 0.35, 0.30],
  "total_charge": 0,
  "homo_ev": -10.64,
  "smiles": "N=C=O.CCO",
  "total_energy_ev": -8809.531,
  "e_lumo_ev": 0.6032,
  "e_above_lowest_ev": 0.9976
}

=====

(4)
{
  "formula": "C4H8O2",
  "method": "ωB97M-V/def2-TZVPD",
  "elements": ["C", "C", "O", "C", "C", "O", "H", "H", "H", "H", "H", "H", "H", "H"],
  "coordinates": [[1.2947, -0.7184, 0.2891], [0.9751, 0.4293, -0.6481], [-0.0723, 1.1417, -0.0986], [-1.3879, 0.7004, -0.3878], [-1.0358, -0.4618, 0.8749], [0.0469, -1.3388, 0.5532], [1.9799, -1.4645, -0.1350], [1.7491, -0.3285, 1.2088], [1.7617, 1.1720, -0.6987], [0.7039, 0.0611, -1.6453], [-1.8582, 1.6965, -0.6945], [-1.4759, 0.1667, -1.3556], [-0.8008, 0.0402, 1.8305], [-1.8804, -1.0959, 0.9069]],
  "mulliken_charge": [-0.39, -0.37, -0.40, -0.44, -0.42, -0.36, 0.31, 0.28, 0.30, 0.30, 0.27, 0.26, 0.30, 0.34],
  "total_charge": 0,
  "homo_ev": -8.60,
  "smiles": "C1COCCO1",
  "total_energy_ev": -8369.198,
  "e_lumo_ev": 1.1268,
  "e_above_lowest_ev": 4.0839
}